[1]
Molecular formula: C20H44Br14F4NbP2S
Method: DFT, ωB97M-V/def2-TZVPD

Output
Multiplicity: 1
Maximum force in eV/A: 2.5
Total charge: -1
HOMO level in eV: -4.37
LUMO in Ha: 0.06326

Each line ends with the Mulliken charge.
Positions of all 86 atoms, in Å:
C  3.359  -2.763  -2.960  -1.10
C  4.160  -1.539  -3.411  -0.39
P  3.398  0.102  -3.589  0.87
C  4.709  1.422  -3.600  -0.51
C  6.085  0.841  -3.902  -1.01
Nb  1.156  0.897  -2.888  -1.11
P  -0.022  -1.439  -3.313  -0.03
S  -0.914  -2.196  -1.724  -0.35
C  1.463  0.610  -0.593  0.29
F  0.328  0.466  0.144  -0.13
F  1.986  1.819  -0.147  -0.35
C  2.415  -0.406  -0.001  0.00
F  1.972  -1.656  -0.071  -0.20
F  3.673  -0.315  -0.462  -0.24
H  3.977  -3.375  -2.323  0.30
H  2.431  -2.582  -2.429  0.02
H  3.128  -3.390  -3.808  0.35
H  4.630  -1.809  -4.352  0.41
H  5.017  -1.460  -2.757  0.38
H  4.466  2.162  -4.338  0.38
H  4.723  1.881  -2.627  0.33
H  6.417  0.152  -3.138  0.35
H  6.813  1.643  -3.923  0.42
H  6.088  0.326  -4.850  0.03
H  0.698  1.221  -4.616  0.01
H  -0.489  1.468  -2.446  0.13
H  1.812  2.612  -2.775  0.01
H  -1.045  -1.108  -4.232  0.04
H  0.765  -2.351  -4.054  0.00
H  2.478  -0.183  1.072  0.11
Br  -2.875  1.402  4.934  -0.15
C  -2.010  0.380  3.509  -0.32
C  -2.471  0.791  2.136  -0.32
Br  -4.260  0.111  1.767  -0.11
H  -2.215  -0.664  3.725  0.16
H  -0.946  0.574  3.622  0.44
H  -1.822  0.355  1.377  0.12
H  -2.510  1.867  2.001  0.25
Br  -2.130  4.203  -2.437  -0.14
C  -2.476  4.334  -0.528  -0.40
C  -1.429  5.155  0.172  0.12
Br  0.220  4.159  0.409  -0.09
H  -2.537  3.319  -0.148  0.09
H  -3.452  4.810  -0.448  0.39
H  -1.754  5.408  1.178  -0.42
H  -1.181  6.065  -0.366  0.44
Br  -3.772  5.710  3.073  -0.13
C  -2.894  6.025  4.778  -0.54
C  -1.418  6.300  4.635  -0.65
Br  -0.409  4.676  4.283  -0.11
H  -3.095  5.153  5.392  0.32
H  -3.400  6.891  5.198  0.34
H  -1.024  6.685  5.573  0.39
H  -1.187  6.995  3.834  0.36
Br  -4.161  -2.535  4.988  0.04
C  -4.511  -2.317  6.886  -0.65
C  -3.457  -1.469  7.545  -0.26
Br  -1.801  -2.459  7.810  -0.14
H  -4.581  -3.314  7.309  0.37
H  -5.481  -1.829  6.945  0.34
H  -3.777  -1.171  8.542  0.37
H  -3.206  -0.587  6.965  -0.04
Br  -6.735  -5.980  2.358  -0.18
C  -5.878  -4.873  1.001  -0.39
C  -5.670  -3.463  1.478  0.04
Br  -7.324  -2.434  1.464  -0.16
H  -6.495  -4.934  0.111  0.45
H  -4.917  -5.348  0.812  0.08
H  -4.996  -2.931  0.807  0.27
H  -5.284  -3.417  2.491  -0.18
Br  6.722  -1.426  -7.133  -0.12
C  7.375  -0.172  -8.465  -0.57
C  7.454  1.224  -7.907  -0.64
Br  5.695  2.041  -7.766  -0.11
H  6.713  -0.248  -9.321  0.37
H  8.365  -0.529  -8.740  0.33
H  8.021  1.869  -8.575  0.37
H  7.894  1.253  -6.915  0.36
Br  -2.078  -5.014  0.043  -0.14
C  -1.864  -4.027  1.701  -0.24
C  -1.577  -4.939  2.861  -0.59
Br  -3.189  -5.867  3.429  -0.16
H  -2.771  -3.445  1.838  -0.04
H  -1.027  -3.351  1.523  0.35
H  -1.250  -4.364  3.726  0.38
H  -0.838  -5.699  2.633  0.43

Cartesian forces, eV/Å:
C -0.3 0.1 -0.2
C 0.9 -0.5 -0.2
P -1.5 0.5 0.8
C 0.6 -1.3 0.0
C 0.0 0.4 0.1
Nb 1.7 0.6 -0.4
P -0.2 0.6 -0.6
S 0.0 -0.4 0.4
C -0.4 -0.1 -1.0
F -0.8 -0.3 0.9
F 0.6 0.4 0.1
C -0.3 1.1 2.2
F -0.1 -1.1 -0.8
F 0.6 -0.2 -0.7
H 0.2 -0.2 0.4
H 0.0 0.3 0.2
H -0.3 -0.1 -0.4
H 0.1 0.1 -0.4
H 0.2 0.4 0.5
H -0.4 0.3 -0.3
H -0.2 0.3 0.4
H 0.0 -0.2 0.2
H 0.3 0.2 -0.2
H 0.1 -0.1 -0.3
H -0.8 0.1 0.1
H -0.1 -0.3 0.3
H 0.2 -0.2 -0.7
H 0.3 -0.3 -0.3
H -0.3 -0.1 -0.1
H 0.0 0.2 0.2
Br 0.0 0.0 -0.1
C 0.2 0.2 0.0
C -0.1 -0.2 -0.1
Br 0.0 0.0 0.0
H 0.0 0.0 0.0
H 0.0 0.1 0.0
H 0.0 0.0 0.0
H 0.1 0.0 0.1
Br 0.0 0.0 0.1
C -0.1 0.1 -0.2
C 0.2 -0.1 0.3
Br -0.1 0.0 -0.2
H 0.1 0.0 0.0
H 0.0 0.0 0.1
H -0.1 0.0 0.0
H -0.1 0.0 -0.1
Br 0.0 -0.1 0.1
C -0.1 0.2 -0.1
C 0.1 -0.3 0.1
Br -0.1 0.1 -0.1
H 0.1 0.0 0.0
H 0.0 0.0 0.0
H 0.0 0.0 0.0
H -0.1 0.0 0.0
Br 0.0 0.0 0.0
C -0.1 0.1 -0.2
C 0.1 -0.1 0.2
Br 0.0 0.0 -0.1
H 0.1 0.0 0.0
H 0.0 0.0 0.0
H 0.0 0.0 0.0
H 0.0 0.0 0.0
Br -0.1 0.0 -0.1
C 0.2 -0.2 0.1
C 0.0 0.1 -0.2
Br 0.0 0.0 0.1
H 0.0 0.1 0.0
H 0.0 0.0 0.0
H 0.0 0.0 0.0
H 0.0 -0.1 0.0
Br 0.0 -0.1 -0.1
C 0.1 -0.2 0.2
C -0.2 0.2 -0.1
Br 0.0 0.0 0.1
H 0.0 0.1 0.0
H 0.0 0.0 0.0
H 0.0 0.0 0.0
H 0.0 -0.1 0.0
Br -0.2 -0.1 0.1
C 0.2 0.0 -0.3
C -0.1 0.1 0.2
Br 0.0 -0.1 0.0
H 0.0 0.0 0.1
H 0.0 0.0 0.0
H 0.0 0.0 0.0
H 0.0 0.0 -0.1


[2]
Molecular formula: C20H44ClN6O8PS2Ti
Method: DFT, ωB97M-V/def2-TZVPD

Output
Multiplicity: 1
ΔE to the lowest compared entry with this formula, charge and spin in kJ/mol: 28.6
Maximum force in eV/A: 0.4
HOMO level in eV: -7.25
LUMO in Ha: 0.01285

Each line ends with the Mulliken charge.
Positions of all 83 atoms, in Å:
Ti  0.791  0.511  -0.397  0.00
O  -2.544  2.887  0.116  -0.60
Cl  -1.109  2.852  0.359  1.17
O  -0.810  3.410  1.665  -0.59
O  1.139  1.756  -1.359  -0.43
O  -0.801  1.319  0.495  -0.64
O  2.519  -0.566  -0.616  -0.27
N  3.681  -0.106  -0.153  0.32
C  4.806  -0.566  -0.744  -0.31
C  6.041  -0.199  -0.288  -0.77
C  6.115  0.665  0.810  -0.23
C  4.962  1.123  1.392  -0.84
C  3.695  0.742  0.910  0.48
S  2.214  1.260  1.580  -0.14
H  4.627  -1.227  -1.578  0.45
H  6.925  -0.577  -0.778  0.41
H  7.077  0.974  1.196  0.39
H  4.986  1.796  2.237  0.44
C  1.028  -2.025  1.909  -0.62
O  0.211  -1.538  0.847  0.53
C  -0.682  -2.538  0.367  -0.55
C  -2.107  -2.235  0.757  -0.52
O  -2.596  -1.168  -0.031  0.07
C  -3.773  -0.600  0.503  -0.93
H  1.727  -2.777  1.525  0.30
H  1.576  -1.182  2.316  -0.26
H  0.412  -2.450  2.702  0.45
H  -0.398  -3.508  0.786  0.57
H  -0.591  -2.582  -0.715  -0.32
H  -2.148  -1.972  1.821  0.16
H  -2.718  -3.139  0.600  0.43
H  -4.634  -1.267  0.365  0.27
H  -3.952  0.341  -0.014  0.24
H  -3.655  -0.398  1.572  0.28
C  -2.820  -2.252  -3.681  -0.99
N  -1.398  -2.217  -3.398  0.47
C  -0.809  -3.511  -3.098  -1.33
P  -0.513  -0.849  -3.192  -0.96
O  -0.058  -0.690  -1.763  1.45
N  0.773  -1.034  -4.193  0.60
C  0.769  -1.820  -5.412  -1.15
C  1.911  -0.129  -4.071  -0.84
N  -1.434  0.420  -3.647  0.68
C  -2.112  1.261  -2.665  -0.58
C  -1.401  0.958  -4.994  -1.14
H  -3.363  -2.704  -2.847  0.23
H  -3.015  -2.841  -4.584  0.28
H  -3.197  -1.245  -3.830  0.30
H  -1.323  -3.985  -2.258  0.37
H  0.243  -3.399  -2.841  0.34
H  -0.886  -4.178  -3.962  0.38
H  -0.124  -2.436  -5.470  0.30
H  1.648  -2.470  -5.439  0.32
H  0.804  -1.174  -6.296  0.37
H  1.845  0.462  -3.159  0.12
H  1.947  0.552  -4.927  0.32
H  2.838  -0.707  -4.050  0.28
H  -2.172  0.751  -1.708  -0.40
H  -3.121  1.490  -3.016  0.37
H  -1.571  2.199  -2.528  0.27
H  -0.962  0.244  -5.687  0.33
H  -0.823  1.886  -5.034  0.30
H  -2.418  1.175  -5.331  0.35
C  1.317  0.530  5.596  -1.05
N  0.446  1.558  5.063  0.15
C  1.187  2.674  4.472  -1.12
C  -0.779  1.187  4.573  0.32
S  -1.142  -0.420  4.242  -0.36
N  -1.695  2.155  4.363  0.26
C  -2.844  1.879  3.525  -0.74
C  -1.766  3.399  5.112  -1.26
H  2.072  1.017  6.213  0.38
H  1.812  -0.028  4.796  0.24
H  0.745  -0.167  6.204  0.41
H  2.136  2.296  4.089  0.41
H  1.392  3.458  5.206  0.25
H  0.648  3.090  3.631  0.39
H  -2.522  1.361  2.623  -0.30
H  -3.288  2.829  3.232  0.47
H  -3.581  1.263  4.050  0.35
H  -1.138  3.345  5.994  0.40
H  -2.799  3.544  5.435  0.48
H  -1.472  4.257  4.504  0.30

Cartesian forces, eV/Å:
Ti 0.0 0.1 0.0
O 0.0 0.0 -0.1
Cl -0.2 0.0 0.0
O 0.1 0.0 0.0
O 0.0 0.1 -0.1
O 0.1 -0.1 0.1
O 0.2 0.0 0.0
N 0.0 -0.1 0.0
C 0.0 0.1 0.0
C 0.0 0.0 0.0
C -0.1 0.0 0.0
C 0.1 0.0 0.0
C -0.1 0.0 0.0
S 0.0 0.0 -0.2
H 0.0 0.0 0.0
H 0.0 0.0 0.0
H 0.0 0.0 0.0
H 0.0 0.0 0.0
C 0.0 0.0 0.0
O 0.1 0.0 0.0
C -0.1 0.0 0.1
C -0.1 0.0 0.0
O 0.1 -0.1 0.0
C 0.0 0.0 0.0
H 0.0 0.0 0.0
H 0.0 0.0 0.0
H 0.0 0.0 0.0
H 0.0 0.0 0.0
H 0.0 0.0 0.1
H 0.0 0.0 0.0
H 0.0 0.1 0.0
H 0.0 0.0 0.0
H 0.0 0.0 0.0
H 0.0 0.0 0.0
C 0.0 0.0 0.1
N 0.0 0.0 -0.1
C 0.0 0.0 0.0
P -0.1 0.0 0.2
O 0.0 -0.1 -0.4
N 0.1 0.0 0.0
C 0.0 0.0 0.0
C 0.0 0.0 0.0
N 0.1 0.1 0.1
C 0.0 0.0 0.0
C 0.0 0.0 0.0
H 0.0 0.0 0.0
H 0.0 0.0 0.0
H 0.0 0.0 0.0
H 0.0 0.0 0.0
H 0.0 0.0 0.0
H 0.0 0.0 0.0
H 0.0 0.0 0.0
H 0.0 0.0 0.0
H 0.0 0.0 0.0
H 0.0 0.0 0.0
H 0.0 0.0 0.0
H 0.0 0.0 0.0
H 0.0 0.0 0.0
H 0.0 0.0 0.0
H 0.0 0.0 0.0
H 0.0 0.0 0.0
H 0.0 0.0 0.0
H 0.0 0.0 0.0
C 0.0 -0.1 0.1
N -0.1 0.1 0.1
C -0.1 0.1 0.2
C 0.0 -0.2 -0.1
S 0.0 -0.1 0.0
N 0.2 0.1 0.0
C -0.1 -0.1 -0.1
C 0.2 -0.1 -0.1
H 0.0 0.0 0.0
H 0.0 0.0 0.0
H 0.1 0.0 0.0
H -0.1 0.1 0.1
H 0.0 0.0 0.0
H -0.2 0.1 -0.1
H -0.1 0.0 0.1
H 0.0 0.0 0.0
H 0.0 0.0 0.0
H 0.2 0.0 0.1
H 0.0 0.0 0.0
H 0.0 0.0 0.0


[3]
Molecular formula: C20H44N7O7
Method: DFT, ωB97M-V/def2-TZVPD

Output
Multiplicity: 1
Maximum force in eV/A: 0.6
Total charge: -1
HOMO level in eV: -4.77
LUMO in Ha: 0.06538

Each line ends with the Mulliken charge.
Positions of all 78 atoms, in Å:
C  0.406  2.029  -0.453  -1.10
C  -0.488  2.705  -1.453  0.98
N  -0.419  2.370  -2.674  -0.57
C  -1.441  3.785  -0.927  -1.26
N  -2.855  3.580  -1.173  -0.28
C  -3.521  2.622  -0.303  -0.42
C  -3.850  1.257  -0.965  0.56
O  -4.393  0.417  -0.215  -0.67
O  -3.568  1.154  -2.171  -0.68
H  -0.159  1.223  0.025  0.30
H  1.284  1.615  -0.943  0.19
H  0.753  2.725  0.313  0.35
H  -1.109  2.891  -3.221  0.24
H  -1.130  4.730  -1.390  0.42
H  -1.295  3.878  0.151  0.38
H  -3.037  3.301  -2.132  0.29
H  -4.482  3.031  0.034  0.21
H  -2.929  2.472  0.606  0.01
C  3.679  -0.559  0.004  -1.39
C  3.716  0.819  0.629  0.84
O  3.555  1.826  -0.040  -0.66
N  3.920  0.888  1.969  -0.09
C  4.108  -0.203  2.912  -0.87
H  3.501  -0.436  -1.060  0.26
H  4.625  -1.083  0.152  0.46
H  2.876  -1.159  0.432  0.38
H  3.923  1.831  2.324  0.23
H  3.327  -0.195  3.670  0.31
H  5.072  -0.114  3.412  0.27
H  4.075  -1.156  2.398  0.30
C  -3.790  -1.398  4.855  -1.33
C  -3.051  -0.361  4.031  0.86
O  -1.858  -0.148  4.215  -0.69
N  -3.763  0.303  3.101  -0.01
C  -5.170  0.165  2.767  -0.78
H  -3.081  -1.838  5.551  0.29
H  -4.608  -0.944  5.416  0.35
H  -4.201  -2.182  4.218  0.35
H  -3.231  0.968  2.560  0.10
H  -5.262  -0.109  1.717  0.26
H  -5.687  1.115  2.919  0.24
H  -5.635  -0.589  3.396  0.38
C  4.128  -2.917  7.084  -1.27
C  4.611  -3.111  5.665  0.73
O  4.415  -2.276  4.800  -0.55
N  5.276  -4.264  5.380  -0.17
C  5.593  -5.360  6.272  -0.84
H  3.622  -1.958  7.136  0.27
H  3.429  -3.703  7.371  0.36
H  4.963  -2.919  7.786  0.36
H  5.568  -4.334  4.418  0.22
H  6.672  -5.509  6.334  0.28
H  5.139  -6.288  5.922  0.28
H  5.218  -5.151  7.269  0.32
C  -5.633  -1.743  -3.059  -1.05
C  -5.982  -1.938  -4.516  0.72
O  -6.992  -2.529  -4.881  -0.69
N  -5.119  -1.422  -5.432  -0.13
C  -3.896  -0.691  -5.166  -0.55
H  -6.415  -2.206  -2.463  0.31
H  -4.678  -2.211  -2.819  0.35
H  -5.551  -0.688  -2.793  0.20
H  -5.398  -1.578  -6.387  0.22
H  -3.949  0.313  -5.589  0.24
H  -3.033  -1.204  -5.599  0.24
H  -3.749  -0.587  -4.094  0.14
C  4.371  2.560  -6.108  -1.30
C  3.130  2.999  -5.353  0.87
O  2.992  4.154  -4.987  -0.66
N  2.190  2.053  -5.114  -0.05
C  2.212  0.659  -5.494  -0.87
H  5.017  3.427  -6.217  0.29
H  4.908  1.783  -5.562  0.34
H  4.116  2.178  -7.097  0.35
H  1.382  2.372  -4.590  0.15
H  1.360  0.419  -6.133  0.28
H  2.155  0.022  -4.610  0.25
H  3.124  0.425  -6.034  0.36

Cartesian forces, eV/Å:
C 0.1 0.0 -0.2
C 0.1 -0.1 0.0
N 0.1 0.1 -0.2
C 0.0 -0.3 -0.1
N -0.1 0.5 0.2
C -0.1 0.0 0.0
C 0.1 0.0 0.3
O 0.0 0.0 0.1
O 0.0 -0.1 -0.6
H 0.0 0.1 0.1
H -0.1 -0.1 0.0
H -0.1 0.0 0.0
H -0.1 -0.1 0.0
H 0.0 0.0 0.1
H 0.0 0.1 0.0
H 0.1 -0.2 0.0
H 0.0 0.0 0.0
H 0.0 -0.1 -0.1
C 0.0 0.0 0.0
C -0.1 -0.1 0.0
O 0.2 0.0 0.0
N 0.1 0.0 0.0
C -0.1 0.4 -0.1
H 0.0 0.0 0.0
H 0.0 0.0 0.0
H 0.0 0.0 0.0
H 0.0 0.0 0.0
H 0.0 -0.1 0.0
H 0.0 -0.1 0.0
H 0.0 0.0 0.0
C 0.1 0.0 0.0
C 0.0 0.0 0.0
O 0.0 0.0 0.0
N 0.0 0.1 0.2
C 0.1 -0.1 -0.1
H 0.0 0.0 0.0
H 0.0 0.0 0.0
H 0.0 0.0 0.0
H 0.0 -0.1 -0.1
H 0.0 0.0 0.0
H 0.0 0.0 0.0
H 0.0 0.0 0.0
C 0.0 0.0 0.0
C -0.1 0.0 0.0
O 0.1 -0.1 0.1
N 0.0 0.0 0.0
C 0.0 0.0 -0.1
H 0.0 0.0 0.0
H 0.0 0.0 0.0
H 0.0 0.0 0.0
H 0.0 0.0 0.0
H 0.0 0.0 0.1
H 0.0 0.0 0.0
H 0.0 0.0 0.0
C -0.2 0.0 -0.1
C 0.0 0.0 0.1
O 0.0 0.0 0.0
N 0.0 0.0 0.1
C -0.1 0.0 0.0
H 0.0 0.0 0.0
H 0.0 0.1 0.0
H 0.1 0.0 0.0
H 0.0 0.0 0.0
H 0.0 0.0 0.0
H 0.0 0.0 0.0
H 0.1 0.1 0.0
C 0.0 0.0 0.0
C 0.0 -0.1 0.0
O 0.0 0.0 0.0
N -0.2 0.1 0.0
C -0.1 0.0 0.1
H 0.0 0.0 0.0
H 0.0 0.0 0.0
H 0.0 0.0 0.0
H 0.1 0.0 0.2
H 0.0 0.0 0.0
H 0.0 0.0 0.0
H 0.0 0.0 0.0


Question: Among the records above, which one has the lowest maximum force?
Answer: C20H44ClN6O8PS2Ti


Question: What is the LUMO in the first record?
Answer: 0.06326 Ha